Below is C47H41BrF3HgN4O3S as an isolated structure at a distorted geometry, with properties calculated with the ωB97M-V functional and the def2-TZVPD basis.

Cartesian coordinates (Å):
Hg -0.106368 0.171304 -0.007274
C -0.591119 4.237223 1.693734
C -1.199690 3.456571 2.814325
C -1.176869 3.908223 4.121791
C -1.733189 3.161661 5.148354
C -2.288507 1.924361 4.867020
C -2.344234 1.452503 3.565999
C -3.004765 0.143026 3.243320
C -1.835974 2.238383 2.517049
N -1.982164 1.780266 1.217958
C -2.878099 2.376098 0.448589
O -3.555048 3.374915 0.750963
C -3.187550 1.660668 -0.842651
C -4.362496 2.026935 -1.496354
C -4.792902 1.273866 -2.573730
C -4.024156 0.197803 -2.966076
C -2.823461 -0.065487 -2.302702
N -2.430009 0.652736 -1.261465
C -2.063243 -1.298017 -2.717566
O -2.740464 -2.350153 -2.762916
N -0.806458 -1.105910 -3.039971
C -0.185641 -2.310520 -3.521748
C -0.796905 -2.727262 -4.835567
C -1.571111 -1.671062 -5.573064
C -0.624880 -3.912391 -5.440815
C 0.275565 -4.964951 -5.069151
C 1.205111 -4.898435 -4.113236
C 1.347611 -3.819292 -3.095061
C 2.448643 -4.261220 -2.134821
H -0.018454 5.088446 2.057941
H 0.060961 3.590121 1.104926
H -1.379181 4.597020 1.033799
H -0.727657 4.870925 4.342182
H -1.744859 3.549561 6.160508
H -2.710449 1.331971 5.671895
H -2.552832 -0.284366 2.346708
H -2.921786 -0.561420 4.073424
H -4.062901 0.303679 3.021693
H -4.916925 2.867136 -1.104098
H -5.723949 1.505954 -3.082657
H -4.335479 -0.462885 -3.761332
H -2.619153 -1.690270 -5.268946
H -1.168890 -0.687380 -5.329113
H -1.514124 -1.832018 -6.652529
H -1.158361 -4.076715 -6.372139
H 0.251220 -5.853482 -5.691686
H 1.884735 -5.734605 -3.998443
H 3.413338 -4.213176 -2.637287
H 2.490981 -3.670233 -1.228686
H 2.256910 -5.292591 -1.838504
Br 3.307619 -1.401820 1.124832
C 3.195072 -0.990883 -0.733840
C 4.301352 -0.411351 -1.315748
C 4.346234 -0.300659 -2.693691
C 3.351194 -0.890793 -3.453606
C 2.245490 -1.488414 -2.865255
C 1.372164 -2.365041 -3.690772
C -0.017857 -3.476618 -2.472475
C -0.004961 -2.772357 -1.155383
C 0.854470 -1.820888 -0.783126
C 2.089228 -1.439802 -1.463423
H 5.114579 -0.047859 -0.705062
H 5.189765 0.182089 -3.166629
H 3.462014 -0.914843 -4.529021
H 1.691529 -2.309424 -4.737967
H -0.778894 -4.252901 -2.512319
H -0.913410 -2.913359 -0.583952
C 2.124446 -4.524798 5.185238
C 1.804560 -3.108933 4.794403
C 2.547073 -2.040210 5.276358
C 2.332514 -0.751656 4.821092
C 1.350570 -0.498389 3.872174
C 0.569677 -1.556115 3.423311
C 0.789885 -2.840204 3.873725
S 1.026160 1.120023 3.085279
C 1.681182 2.158144 4.477776
O 2.043632 1.314160 2.040176
H 3.008610 -4.564063 5.820792
H 2.319830 -5.110602 4.286481
H 1.292752 -4.994103 5.714806
H 3.329568 -2.216468 6.003665
H 2.958576 0.042681 5.193357
H -0.197774 -1.365990 2.682456
H 0.195768 -3.658350 3.489576
H 2.760699 2.058339 4.516806
H 1.416722 3.181548 4.238112
H 1.207363 1.860135 5.405029
F 2.290723 4.901417 -5.311403
C 2.463533 5.047227 -3.977660
F 1.792996 6.213050 -3.683793
F 3.769598 5.393596 -3.822572
C 2.062603 3.880057 -3.177676
C 1.098046 2.945516 -3.621377
C 0.816779 1.855269 -2.841878
N 1.396248 1.619842 -1.645074
C 2.285898 2.534494 -1.208184
C 2.650833 3.647973 -1.914696
H 0.608037 3.084912 -4.575019
H 0.113656 1.091158 -3.155709
H 2.721927 2.329572 -0.239968
H 3.392706 4.333405 -1.532385

Force components x, y, z for each atom (eV/Å):
Hg 0.0 -0.6 0.5
C 0.0 0.0 -0.1
C -0.1 0.0 -0.1
C 0.0 0.1 0.1
C 0.0 0.1 0.3
C 0.0 0.0 0.1
C -0.1 0.0 -0.1
C 0.1 0.0 -0.1
C -0.5 0.2 -0.1
N 0.1 -0.2 -0.1
C 0.5 -0.2 0.8
O -0.4 0.5 -0.2
C -0.6 0.3 -0.3
C 0.1 0.1 0.2
C 0.1 0.0 -0.1
C 0.0 0.0 -0.1
C -0.5 -0.1 -0.1
N 0.3 0.0 0.0
C 0.4 0.4 -0.1
O -0.2 -0.4 -0.1
N 0.1 0.4 -0.2
C -0.1 -0.1 0.2
C -0.1 -0.3 -0.4
C -0.1 0.1 -0.2
C -0.4 0.5 -0.2
C 0.5 -0.4 0.1
C -0.2 -0.2 -0.2
C 0.3 -0.2 0.4
C -0.1 0.2 -0.1
H 0.1 0.1 0.1
H 0.1 0.0 -0.1
H -0.1 0.0 -0.1
H 0.0 0.1 0.0
H 0.1 0.0 0.0
H 0.0 -0.1 0.0
H 0.0 0.0 0.0
H 0.0 0.0 0.0
H 0.0 -0.1 0.0
H 0.0 0.0 0.0
H 0.0 0.0 0.0
H 0.0 -0.1 0.0
H 0.0 0.1 0.1
H -0.1 0.0 -0.1
H -0.1 -0.1 0.0
H 0.0 0.1 -0.1
H 0.0 -0.1 0.0
H 0.0 -0.2 0.0
H 0.2 0.0 0.0
H 0.0 0.0 0.0
H 0.0 -0.1 0.0
Br 0.0 0.0 -0.1
C 0.0 -0.3 0.2
C 0.1 0.2 -0.1
C 0.2 0.0 0.0
C -0.1 0.1 -0.1
C 0.1 0.3 0.2
C -0.1 0.1 -0.3
C -0.4 0.0 -0.2
C 0.5 0.0 0.3
C -0.2 -0.1 0.5
C -0.1 0.0 0.0
H 0.0 0.0 0.1
H 0.1 0.0 -0.1
H -0.1 0.0 -0.2
H 0.0 0.0 0.1
H 0.0 -0.1 0.0
H -0.2 0.2 0.0
C -0.1 0.1 0.0
C -0.1 0.1 -0.2
C 0.1 -0.1 0.0
C -0.1 0.2 -0.2
C 0.0 0.1 0.1
C -0.3 0.3 -0.2
C 0.3 -0.2 0.3
S 0.4 -0.1 1.4
C -0.5 -0.4 -0.5
O 0.7 0.5 -0.7
H 0.0 0.0 0.0
H 0.0 -0.1 0.0
H 0.0 0.0 0.0
H 0.1 -0.1 0.0
H 0.1 0.1 0.0
H 0.0 0.0 -0.1
H -0.1 0.0 -0.1
H 0.1 -0.1 -0.1
H -0.1 0.1 -0.1
H -0.1 0.0 0.2
F -0.1 -0.4 0.2
C 0.3 1.9 -0.9
F 0.0 -0.7 0.2
F -0.1 -0.4 0.2
C -0.5 -1.6 1.1
C 1.0 1.5 -0.3
C 0.1 -0.8 1.0
N 0.3 1.1 -0.7
C -0.6 -1.1 0.2
C -0.2 0.8 -1.4
H 0.0 -0.1 0.0
H -0.1 -0.1 0.0
H 0.0 -0.1 0.2
H 0.1 0.0 0.1

Summary:
LUMO level (alpha / beta) = 3.9 / 3.9 eV
Charge = -2
Spin multiplicity = 2
Kohn-Sham gap (alpha / beta) = 0.130 / 0.225 hartree

Below is a 2-piece molecular cluster, C5H6N overall at a distorted geometry, with properties calculated with the ωB97M-V functional and the def2-TZVPD basis.

Cartesian coordinates (Å):
C 3.006681 0.601051 -0.198100
C 2.346911 -0.074555 0.536157
C -2.355071 0.752656 0.215336
C -0.226782 -0.392789 -0.712856
C -0.824737 -1.303430 0.027001
N -1.429490 -0.043487 -0.063288
H 3.596455 1.164309 -0.857938
H -3.167394 0.444301 0.861304
H -2.366358 1.759246 -0.186811
H 0.526625 0.017252 -1.347745
H 1.852791 -0.661242 1.253174
H -0.959634 -2.263314 0.473770

Force components x, y, z for each atom (eV/Å):
C -0.4 -0.4 0.3
C 0.5 0.3 -0.1
C -0.9 0.9 0.3
C -0.8 -1.2 0.8
C 0.9 0.9 -1.0
N 0.1 -0.1 -0.1
H 0.4 0.4 -0.4
H 0.1 -0.2 0.0
H 0.2 -0.1 -0.1
H 0.2 0.2 -0.2
H -0.2 -0.3 0.4
H -0.1 -0.3 0.2

Summary:
LUMO level = -4.5 eV
Charge = +1
Spin multiplicity = 1
Kohn-Sham gap = 0.363 hartree

Below is an isolated ion of composition C5H8NO and charge +1 at a distorted geometry, with properties calculated with the ωB97M-V functional and the def2-TZVPD basis.

Cartesian coordinates (Å):
C -0.535479 -1.668476 -0.433163
N -0.276629 -0.324731 -0.091179
C -0.427044 0.383272 1.157216
O -0.886540 -0.267975 2.132208
C 0.088804 1.609331 1.038141
C 0.581327 1.778473 -0.247461
C 0.399163 0.552645 -0.984342
H -1.090455 -1.774478 -1.348935
H -1.060306 -1.991823 0.518424
H 0.450791 -2.195278 -0.497459
H -1.160261 0.209656 2.975674
H 0.267114 2.135706 1.887765
H 0.986626 2.742882 -0.705588
H -0.256755 0.792621 -1.918281
H 1.451449 0.119085 -1.294682

Force components x, y, z for each atom (eV/Å):
C 0.5 -1.5 2.7
N 0.0 3.6 2.6
C 0.1 -5.3 -5.1
O -1.6 -0.7 3.0
C 2.0 2.3 -3.2
C 0.0 2.3 1.4
C 0.3 -0.4 -2.4
H -0.4 0.0 -0.1
H 0.2 -0.7 -1.6
H -0.9 0.1 -0.1
H 0.7 -0.5 -1.6
H 0.2 2.3 1.9
H -0.4 -1.7 0.9
H 1.3 -0.7 1.2
H -2.0 0.8 0.3

Summary:
LUMO level = -5.0 eV
Structure (SMILES) = C[N+]1=C(O)C=CC1
Charge = +1
Spin multiplicity = 1
Kohn-Sham gap = 0.348 hartree